{"formula": "C6H6Cl2N2NdO3Sc", "method": "the ωB97M-V functional and the def2-TZVPD basis", "elements": ["Nd", "Sc", "Cl", "Cl", "O", "O", "O", "N", "N", "C", "C", "C", "C", "C", "C", "H", "H", "H", "H", "H", "H"], "coordinates": [[-1.97, -0.99, -5.43], [0.47, 0.59, -1.31], [-0.70, 2.41, -1.98], [-1.38, -2.17, -3.28], [0.71, 1.28, -5.82], [2.31, 2.71, 0.26], [1.21, -2.13, -6.37], [-0.19, -0.10, 0.49], [-0.22, -0.17, 2.96], [-1.29, 0.48, 3.72], [0.10, -1.90, -6.10], [-0.16, -0.08, 1.69], [1.94, 1.80, -0.37], [0.83, -0.92, 3.71], [-0.22, 0.60, -5.64], [0.75, -2.00, 3.51], [-2.26, -0.02, 3.54], [-1.37, 1.53, 3.44], [-1.04, 0.39, 4.78], [0.65, -0.73, 4.77], [1.82, -0.57, 3.42]], "total_charge": 4, "orbital_gap_ev": [5.0, 5.3], "multiplicity": 4, "e_homo_ev": [-21.9, -21.9], "s_squared": 3.75, "relative_energy_ev": 0.000}

{"formula": "C3HGdO", "method": "the ωB97M-V functional and the def2-TZVPD basis", "elements": ["Gd", "O", "C", "C", "C", "H"], "coordinates": [[-2.00, -0.62, 3.19], [-0.74, -0.11, 1.13], [1.13, -0.10, -0.44], [-0.04, -0.42, 0.20], [0.86, 0.39, -1.56], [0.79, 0.87, -2.52]], "total_charge": 3, "orbital_gap_ev": [6.6, 3.7], "multiplicity": 9, "e_homo_ev": [-22.1, -23.1], "s_squared": 20.67, "relative_energy_ev": 1.003}

{"formula": "C11H50Cl2F7N3O21PS", "method": "the ωB97M-V functional and the def2-TZVPD basis", "elements": ["Cl", "Cl", "S", "P", "F", "F", "F", "F", "F", "F", "F", "O", "O", "O", "O", "O", "O", "O", "O", "O", "O", "O", "O", "O", "O", "O", "O", "O", "O", "O", "O", "O", "N", "N", "N", "C", "C", "C", "C", "C", "C", "C", "C", "C", "C", "C", "H", "H", "H", "H", "H", "H", "H", "H", "H", "H", "H", "H", "H", "H", "H", "H", "H", "H", "H", "H", "H", "H", "H", "H", "H", "H", "H", "H", "H", "H", "H", "H", "H", "H", "H", "H", "H", "H", "H", "H", "H", "H", "H", "H", "H", "H", "H", "H", "H", "H"], "coordinates": [[2.96, -0.76, 0.21], [2.17, 1.95, -1.64], [-0.03, 0.39, -3.66], [-2.24, -1.53, -0.41], [2.34, -3.58, -4.57], [2.57, -2.89, -2.56], [-1.82, -2.04, -3.41], [2.23, -1.48, -4.17], [0.18, -4.25, -3.76], [-0.04, -2.43, -4.89], [-1.27, -3.56, -2.04], [-2.04, -2.80, 0.52], [-2.41, 2.00, -6.65], [-4.00, 4.04, 8.46], [-0.86, -2.92, 3.18], [-1.83, 4.23, 2.21], [0.07, 6.05, 1.40], [-0.29, 1.04, -1.05], [-2.87, 5.53, 4.38], [2.48, -3.01, 2.50], [-2.30, -1.00, -6.15], [-0.23, 1.13, -8.22], [-0.52, 4.66, -1.09], [0.97, -0.43, 2.23], [2.78, -5.14, -0.71], [2.91, -2.56, 5.42], [-2.02, 3.30, 6.31], [-3.57, -1.83, -1.17], [-2.29, -0.36, 0.47], [0.87, -0.89, 6.13], [2.58, -2.21, -7.63], [5.81, -1.53, -1.42], [0.41, 1.28, 4.30], [-2.20, 0.49, -2.16], [0.42, -1.43, -0.50], [1.56, -0.50, -0.81], [-0.78, -2.43, -2.63], [-0.80, 0.15, -2.00], [1.87, -2.67, -3.68], [0.80, -2.77, 0.06], [-0.70, -1.35, -1.51], [0.03, 1.73, 2.98], [0.30, 0.73, 1.79], [1.05, 0.94, -0.64], [0.32, -2.91, -3.68], [1.13, 1.49, 0.76], [2.95, -2.72, 6.36], [0.28, -1.52, 6.55], [-0.52, 5.43, 1.86], [-1.43, -3.36, 2.55], [-1.39, 3.12, 5.60], [0.73, 2.49, 0.71], [0.76, 6.28, 2.02], [1.53, -0.68, 6.81], [0.33, -1.02, 2.64], [-1.46, -2.60, 3.86], [5.28, -1.91, -2.13], [-1.04, 1.89, 3.03], [-0.68, 0.51, 1.37], [0.28, 0.96, -7.42], [-2.32, 1.07, -2.98], [-3.26, 5.19, 5.19], [-0.07, 5.27, -0.48], [-2.40, 6.33, 4.66], [-2.95, 1.34, -7.10], [-0.08, 0.46, 4.60], [-3.70, -1.29, -1.97], [2.35, -3.05, -8.05], [3.07, -2.26, 2.67], [-1.00, 5.24, -1.70], [0.45, 2.70, 2.77], [-2.54, 4.48, 2.83], [-2.27, 3.87, 1.44], [5.17, -1.18, -0.80], [1.90, -0.60, -1.83], [-1.51, -0.51, -6.41], [1.79, -3.12, -0.14], [0.01, 0.42, -8.81], [2.45, -2.38, -6.69], [0.00, -0.94, 0.31], [2.26, -5.80, -1.18], [2.30, -1.81, 5.34], [0.14, 1.72, -3.61], [-2.36, -3.61, 0.11], [-3.49, 3.89, 9.26], [2.12, -3.21, 3.38], [-2.48, 1.06, -1.37], [-2.08, -1.34, -5.28], [-3.36, 3.98, 7.75], [1.40, 1.17, 4.40], [2.15, 1.62, 1.09], [-2.75, 2.69, 6.15], [0.12, -3.56, -0.21], [3.01, -4.50, -1.38], [-2.16, 2.62, -7.34], [0.75, -2.72, 1.14]], "total_charge": 1, "orbital_gap_ev": 9.1, "multiplicity": 1, "e_homo_ev": -11.6, "relative_energy_ev": 0.000}

{"formula": "C3H3N2O3", "method": "the ωB97M-V functional and the def2-TZVPD basis", "elements": ["O", "O", "O", "N", "N", "C", "C", "C", "H", "H", "H"], "coordinates": [[1.93, 0.21, 1.99], [-0.54, -0.62, -1.11], [0.40, -2.69, -1.15], [1.05, -1.33, 0.51], [-0.97, 1.74, -0.30], [-1.41, 0.44, 0.03], [0.24, -1.54, -0.69], [1.37, -0.45, 1.25], [-0.75, 0.09, 0.85], [0.01, 1.95, -0.26], [-1.32, 2.20, -1.12]], "total_charge": -1, "orbital_gap_ev": 7.0, "multiplicity": 1, "e_homo_ev": -3.3, "relative_energy_ev": 2.798}

In the order shown, the computed E values come out to -2808.338437 -954.250425 -4552.238684 -451.331886 Ha.